Here is C17H44FNO13P2Si2 as an isolated structure from the Open Molecules 2025 dataset. Energies are from wB97M-V/def2-TZVPD.

Each line ends with the Mulliken charge.
CARTESIAN COORDINATES (ANGSTROEM)
P: -0.91108 5.56080 0.32950  1.037
P: 2.77207 1.93510 2.74449  0.949
Si: -0.26976 -0.61061 -2.36596  0.260
Si: -2.27577 0.22995 -0.57370  0.786
F: -2.48071 -1.50006 2.97824  -0.362
O: 0.35566 5.48536 1.33046  -0.103
O: -3.58899 -0.36201 -1.36237  -0.550
O: 4.19447 1.46857 2.10917  -0.363
O: 1.23235 1.49266 2.66479  0.204
O: -0.15100 4.81608 -0.91261  -0.429
O: -1.19490 6.91384 -0.17670  -0.783
O: -1.03337 0.67758 -1.62916  -0.112
O: 3.83128 -2.03643 0.20006  -0.549
O: 3.01430 1.22036 4.18229  -0.402
O: 2.85079 3.40361 2.78956  -0.719
O: -1.09277 -4.82560 -1.77783  -0.572
O: -1.97373 5.20839 1.48473  -0.332
O: 1.90180 -2.16967 -0.97178  -0.086
N: -3.14786 -2.97882 -3.65033  -0.298
C: -4.10770 -2.16056 -2.93381  -1.128
C: -1.58339 -4.82435 -3.13251  0.762
C: -1.46024 -6.24135 -3.67461  -1.613
C: 0.36777 2.01159 3.68255  -0.755
C: 2.58672 -4.04505 0.35710  -1.233
C: 4.04057 1.73259 5.02969  -0.718
C: -1.64808 -0.85831 0.81146  0.321
C: -2.07079 6.14927 2.55293  -0.644
C: -3.02451 -4.33900 -3.14067  -0.681
C: 1.51859 6.25459 1.01306  -0.713
C: -0.00271 3.37416 -0.88376  -0.246
C: 4.30475 0.08531 1.67042  -0.526
C: 2.38240 -1.57669 -2.19513  -0.661
C: 2.85703 -2.65675 -0.14521  0.666
C: -3.65785 -1.78689 -1.50681  0.108
C: -2.75651 -1.51649 1.62628  -0.529
C: 1.57507 -0.34658 -2.61008  -0.860
H: -1.13294 6.21374 3.10176  0.247
H: -2.71574 -2.28610 -1.27985  0.185
H: 1.95123 0.55225 -2.13119  0.399
H: 5.33992 -0.09427 1.39862  0.341
H: -1.46832 -6.25636 -4.76038  0.378
H: -4.29824 -1.24975 -3.49121  0.417
H: -2.70770 1.48459 0.06576  -0.330
H: -0.91259 -1.59900 0.51453  0.085
H: -4.39253 -2.18233 -0.80580  0.281
H: 2.27322 -2.34082 -2.96362  0.276
H: 0.35724 3.09816 3.65896  0.310
H: -0.92400 -4.17575 -3.71233  0.230
H: -2.27270 -6.85601 -3.29826  0.362
H: 0.66643 1.64988 4.66415  0.282
H: 1.26329 7.11020 0.38740  0.358
H: -3.73206 -1.08487 1.40663  0.277
H: 4.25003 2.77934 4.81021  0.343
H: -2.35971 7.12929 2.17818  0.309
H: 3.44004 -1.34202 -2.14638  0.476
H: 2.25845 5.62947 0.51860  0.224
H: -0.96564 2.89498 -0.99620  0.207
H: 3.68648 1.64888 6.05599  0.244
H: -0.54042 -1.84763 -1.61510  -0.031
H: 2.87334 -4.79089 -0.37533  0.305
H: 1.93710 6.60959 1.95246  0.236
H: 3.67642 -0.07909 0.81327  0.076
H: -0.62958 1.64109 3.45517  0.229
H: -1.12598 -0.17989 1.49054  0.036
H: 4.94930 1.13936 4.92107  0.219
H: -2.81848 -2.56219 1.32937  0.271
H: -3.58941 -5.00110 -3.79550  0.354
H: 0.63340 3.08496 -1.71581  0.195
H: -5.01820 -2.74679 -2.85310  0.372
H: -3.39468 -4.44099 -2.12001  0.309
H: 3.11595 -4.16054 1.29238  0.341
H: -2.25032 -2.52938 -3.73444  0.128
H: 1.74187 -0.26537 -3.68229  0.505
H: -0.93661 -0.79223 -3.67839  -0.229
H: -2.84699 5.77888 3.21954  0.251
H: 1.52119 -4.13816 0.55619  0.337
H: -0.52431 -6.67000 -3.33049  0.392
H: -0.22368 -4.42320 -1.75142  0.220
H: 0.46723 3.05608 0.05157  0.134
H: 4.02477 -0.59068 2.48096  0.325

Kohn-Sham gap (eV): 9.016
DFT total energy (Ha): -3068.7530
Charge: 0


Here is C17H44O17RbS5 as an isolated structure from the Open Molecules 2025 dataset. Energies are from wB97M-V/def2-TZVPD.

Each line ends with the Mulliken charge.
CARTESIAN COORDINATES (ANGSTROEM)
Rb: -1.19832 -0.45299 -1.13732  0.460
S: -0.29318 1.69038 -4.62735  1.035
S: 2.78306 -0.55260 0.69980  1.239
S: 1.34563 -2.78812 -3.57002  1.193
S: -0.37913 2.80111 0.70270  0.739
S: -3.80955 0.05144 1.61905  0.967
O: -3.02266 0.75452 0.64661  -0.537
O: -0.82252 0.97048 -3.53339  -0.412
O: 2.46799 -0.60681 2.24352  -0.353
O: -2.33472 -2.57783 0.40136  -0.734
O: -4.74165 -0.92113 1.22087  -0.595
O: -4.57473 1.21625 2.43072  -0.206
O: 3.81816 -1.47597 0.39823  -0.751
O: 0.67451 3.98550 0.79545  -0.246
O: 1.27950 1.57831 -4.58541  -0.420
O: -0.16673 2.19929 -0.56781  -0.139
O: -0.33653 2.04395 1.90620  -0.471
O: -0.68779 1.38214 -5.94635  -0.640
O: 0.51028 -3.59372 -4.39225  -0.710
O: 2.39454 -3.67722 -2.84668  -0.369
O: 0.75586 -1.94171 -2.58989  -0.032
O: 1.55805 -0.57152 -0.01465  -0.092
O: -2.78537 -5.49539 0.28442  -0.933
C: 1.40526 -1.51504 2.66643  0.371
C: 0.84656 4.60015 2.11024  -0.357
C: 1.88146 -4.27173 -1.60830  0.593
C: 1.89233 1.60620 -3.26739  0.178
C: -0.56246 3.41737 -4.38311  -0.836
C: 2.45089 -1.89235 -4.60931  -0.986
C: 0.80406 -0.98263 3.94457  -1.260
C: 2.13553 4.11860 2.74459  -0.983
C: -2.69790 -0.57425 2.81668  -0.193
C: -1.87246 3.72041 0.60938  -1.168
C: 2.69625 -5.50545 -1.32341  -1.471
C: 3.44566 1.07756 0.64849  -0.206
C: -1.57320 -4.98918 0.39091  -0.114
C: -5.53002 0.77704 3.39916  -0.184
C: -6.42507 1.94528 3.75410  -1.333
C: 3.36061 1.34766 -3.43686  -1.028
C: -1.39446 -3.48603 0.76795  0.932
H: 1.94411 -0.98149 -4.92449  0.217
H: -1.66772 4.45715 -0.17293  0.406
H: -6.79734 2.44272 2.86021  0.324
H: -0.01459 4.36026 2.73180  0.365
H: 1.49359 0.78171 -2.66920  0.151
H: -5.00281 0.43168 4.29301  0.254
H: 1.82685 -2.49853 2.87482  0.276
H: 1.62757 2.52278 -2.74042  0.407
H: -3.26772 -0.87774 3.69202  0.476
H: -2.67794 3.08470 0.25645  0.389
H: 3.73656 -5.25813 -1.09515  0.314
H: 0.64053 -1.62163 1.89831  -0.014
H: 0.81813 -4.51714 -1.69289  0.219
H: -0.03502 3.91722 -5.19076  0.335
H: -7.22087 1.60624 4.41674  0.393
H: 4.31705 1.13336 1.29538  0.448
H: 2.68441 1.78414 0.96723  -0.188
H: 2.97321 4.33747 2.08222  0.300
H: 3.72217 1.25992 -0.38735  -0.144
H: 2.24125 4.57941 3.72494  0.401
H: -2.32136 -1.48903 2.31919  -0.134
H: 0.86979 5.67059 1.91353  0.387
H: -0.08196 -1.57727 4.16311  0.359
H: 1.54897 -0.95254 4.73660  0.382
H: 3.50906 0.38315 -3.92521  0.052
H: -6.13954 -0.04116 3.01458  0.386
H: -0.36297 -3.19587 0.37581  -0.634
H: -1.94656 0.18372 3.00614  0.049
H: -1.63745 3.56116 -4.45633  0.387
H: 0.40591 0.02170 3.77396  0.161
H: -5.87695 2.70920 4.31526  0.300
H: 2.69957 -2.51232 -5.46247  0.429
H: 3.85257 1.34296 -2.46561  0.164
H: -0.92275 -5.61467 1.07219  0.112
H: -0.19804 3.73424 -3.41024  0.178
H: 2.24614 -6.11225 -0.54254  0.397
H: -1.03668 -5.07588 -0.62905  -0.303
H: 2.11233 3.03375 2.86124  0.125
H: 3.88049 2.08378 -4.05505  0.398
H: 3.31347 -1.64315 -3.99470  0.232
H: 1.96539 -3.55253 -0.79356  -0.178
H: -1.25230 -3.48202 1.90827  -0.205
H: 2.77002 -6.11759 -2.22802  0.349
H: -2.03635 4.28596 1.52103  0.329

Kohn-Sham gap (eV): 2.044
DFT total energy (Ha): -3968.1070
Charge: -1


Here is a 3-piece molecular cluster, C17H45ClFN6O6P3 overall from the Open Molecules 2025 dataset. Energies are from wB97M-V/def2-TZVPD.

Each line ends with the Mulliken charge.
CARTESIAN COORDINATES (ANGSTROEM)
Cl: -0.47017 -1.02872 5.99844  -0.182
P: 1.46257 4.13463 -0.49008  1.084
P: 1.20858 -2.96205 -2.69134  1.114
P: -3.57699 -2.48308 5.20848  0.968
F: -2.62713 -4.56946 4.11734  -0.133
O: -2.44308 -1.77440 4.36742  -0.121
O: -3.42683 -2.40650 6.64902  -0.618
O: -4.88188 -1.77861 4.66869  -0.255
O: 1.78300 2.75315 -1.01507  -0.840
O: -3.77557 -4.07085 4.76637  -0.188
O: 1.24339 -3.44212 -1.25290  -0.878
N: 1.47317 -2.61664 -4.39604  -0.016
N: 0.91290 5.78829 -0.43980  0.009
N: 0.25621 3.62906 0.65139  0.137
N: 0.05173 -1.71950 -2.52005  0.265
N: 2.90739 4.45895 0.35378  0.170
N: 0.38605 -4.41311 -3.24545  0.131
C: -0.52442 -3.04767 2.46243  -0.866
C: 1.86754 -3.68890 -5.32197  -0.952
C: 4.17377 4.27657 -0.33117  -1.049
C: -6.78194 -1.23546 5.95862  -0.639
C: -0.93854 -1.31390 -3.49117  -1.203
C: 1.10145 -5.63507 -2.90045  -1.133
C: 3.05136 5.30362 1.51779  -1.215
C: -6.04019 -2.17588 5.37035  -0.112
C: -1.02547 -4.56484 -2.94156  -0.936
C: -0.24692 -1.91720 3.46521  -0.587
C: -1.10240 -2.11898 4.71340  0.052
C: 2.39560 -1.48186 -4.60701  -1.077
C: -0.52799 6.08075 -0.44496  -0.948
C: 0.72251 3.00018 1.87483  -0.996
C: 1.55625 6.63371 -1.46374  -1.080
C: -0.80645 2.86079 0.01063  -1.094
C: 0.30288 -0.66692 -1.54918  -1.509
H: 2.21136 -0.68805 -3.88001  0.295
H: 0.92379 -1.01776 -0.72641  0.336
H: -1.05132 5.60273 -1.27678  0.323
H: -0.63601 -0.31109 -1.11465  0.328
H: -1.24940 -4.42065 -1.87572  0.248
H: -0.49749 1.83998 -0.23698  0.238
H: 1.08739 6.52365 -2.44605  0.365
H: 3.62361 6.21599 1.29902  0.349
H: 2.23204 -1.05448 -5.59743  0.364
H: 4.09662 3.51800 -1.10758  0.263
H: 0.00535 -3.95979 2.73489  0.359
H: -0.21666 -2.70671 1.47619  0.104
H: 2.74844 -4.23708 -4.97948  0.314
H: -6.96197 -0.30027 5.43948  0.247
H: -1.00200 -3.12037 5.11853  0.382
H: 2.61412 6.38513 -1.56722  0.292
H: 1.50031 7.68067 -1.16310  0.363
H: 2.09531 -3.25734 -6.29942  0.398
H: -1.57767 -3.30743 2.41059  0.268
H: -0.99638 -1.99010 -4.33948  0.423
H: -1.66594 2.82188 0.68472  0.413
H: 0.75177 -6.46246 -3.52444  0.346
H: -0.67914 7.15900 -0.52368  0.385
H: 4.51479 5.20913 -0.80375  0.307
H: -7.17713 -1.35029 6.95854  0.251
H: -6.29602 -3.22734 5.31667  0.396
H: 0.97706 -5.90978 -1.84666  0.289
H: -0.98667 5.77043 0.48865  0.263
H: 2.09521 5.62145 1.92567  0.403
H: -0.65278 -1.01026 3.01712  0.244
H: 2.17350 -5.52068 -3.08664  0.382
H: 0.81331 0.19041 -2.00727  0.531
H: 4.94629 3.94593 0.36839  0.353
H: 0.80157 -1.83202 3.72040  0.433
H: -0.73635 -0.31185 -3.89523  0.319
H: -1.13090 3.34745 -0.91336  0.346
H: -1.92769 -1.29759 -3.02090  0.331
H: 3.57470 4.75519 2.30783  0.339
H: -0.12875 2.60912 2.43608  0.377
H: 1.05202 -4.38732 -5.47310  0.269
H: 1.42122 2.17393 1.68810  0.302
H: 3.44457 -1.77971 -4.52107  0.358
H: 1.20097 3.72133 2.53633  0.225
H: -1.35946 -5.56414 -3.22914  0.345
H: -1.63601 -3.87477 -3.52389  0.230

Kohn-Sham gap (eV): 7.663
DFT total energy (Ha): -3038.6398
Charge: 0
SMILES string: C=CO[P@@](=O)(OF)O[C@H](Cl)CC.CN(C)P(=O)(N(C)C)N(C)C.CN(C)P(=O)(N(C)C)N(C)C